No. 1
Computed, not measured: C17H29N2O2SSe2Sm as an isolated structure in a non-equilibrium geometry, with wB97M-V/def2-TZVPD.

CARTESIAN COORDINATES (ANGSTROEM)
Sm: 0.99325 -0.20253 0.38982
C: 1.15833 4.18448 -0.67163
C: 1.82517 2.85958 -0.40569
O: 1.18319 2.06630 0.34801
C: 3.12195 2.49226 -0.93609
C: 4.10839 3.47184 -1.22968
C: 5.41471 3.15237 -1.55408
C: 5.70513 1.80400 -1.69085
C: 4.80373 0.79805 -1.43343
C: 3.53184 1.12697 -1.00582
O: 2.67907 0.13123 -0.69438
H: 0.74326 4.57399 0.28842
H: 0.32847 4.03613 -1.36336
H: 1.83078 4.90250 -1.09046
H: 3.86435 4.53168 -1.21009
H: 6.14750 3.95504 -1.65413
H: 6.74023 1.54877 -1.94027
H: 5.10804 -0.24131 -1.51407
C: -0.89853 -3.85101 1.05226
Se: -0.49448 -2.36477 2.19435
C: 0.75665 -3.13778 3.43723
C: 2.05963 -3.58121 2.82862
Se: 3.04242 -2.21780 1.86630
C: 3.10524 -3.07173 0.12220
H: -1.20870 -4.71728 1.61949
H: -0.06281 -4.11911 0.40131
H: -1.76109 -3.55886 0.44980
H: 0.22299 -3.93786 3.89811
H: 0.93761 -2.36540 4.21589
H: 1.92012 -4.38475 2.09529
H: 2.70592 -3.90615 3.64338
H: 3.49054 -4.07957 0.19654
H: 3.72142 -2.42155 -0.52562
H: 2.13447 -3.12352 -0.37587
C: -4.47148 -0.53811 -2.90418
C: -4.05457 -1.36199 -1.67543
N: -3.84621 -0.51545 -0.49893
C: -2.71569 0.11233 -0.22298
S: -1.26572 -0.12646 -1.19106
N: -2.70268 1.04681 0.72655
C: -3.87472 1.47044 1.50540
C: -4.80381 2.44298 0.77425
H: -4.51766 -1.14794 -3.81009
H: -3.70796 0.23787 -3.07341
H: -5.41992 -0.02763 -2.76158
H: -3.16030 -1.91698 -1.88864
H: -4.79615 -2.09549 -1.44328
H: -4.66459 -0.22234 0.01355
H: -1.92805 1.66969 0.67994
H: -3.46368 1.98135 2.38150
H: -4.38966 0.57900 1.86050
H: -4.31632 3.39484 0.60232
H: -5.71820 2.61719 1.35021
H: -5.14141 2.04695 -0.17616

Output
energy	-184595.395	eV
⟨S²⟩	8.7618
charge	+2
spin multiplicity	6
lowest unoccupied orbital energy (alpha / beta)	-6.857 / -6.175	eV
max |F|	1.7	eV/A

Formally, the Löwdin partial charges of the atoms, in units of the elementary charge, are as follows: number 1, Sm, carries 1.372; number 2, C, carries 0.036; number 3, C, carries -0.300; number 4, O, carries -0.177; number 5, C, carries -0.079; number 6, C, carries 0.008; number 7, C, carries -0.042; number 8, C, carries -0.033; number 9, C, carries 0.008; number 10, C, carries -0.280; number 11, O, carries -0.333; number 12, H, carries 0.121; number 13, H, carries 0.110; number 14, H, carries 0.071; number 15, H, carries 0.120; number 16, H, carries 0.128; number 17, H, carries 0.132; number 18, H, carries 0.128; number 19, C, carries -0.365; number 20, Se, carries 0.870; number 21, C, carries -0.541; number 22, C, carries -0.536; number 23, Se, carries 0.937; number 24, C, carries -0.382; number 25, H, carries 0.046; number 26, H, carries 0.029; number 27, H, carries 0.027; number 28, H, carries 0.070; number 29, H, carries 0.092; number 30, H, carries 0.076; number 31, H, carries 0.082; number 32, H, carries 0.046; number 33, H, carries 0.028; number 34, H, carries 0.018; number 35, C, carries -0.059; number 36, C, carries -0.234; number 37, N, carries 0.046; number 38, C, carries -0.735; number 39, S, carries 0.579; number 40, N, carries 0.004; number 41, C, carries -0.203; number 42, C, carries -0.057; number 43, H, carries 0.090; number 44, H, carries 0.069; number 45, H, carries 0.078; number 46, H, carries 0.079; number 47, H, carries 0.116; number 48, H, carries 0.140; number 49, H, carries 0.107; number 50, H, carries 0.129; number 51, H, carries 0.121; number 52, H, carries 0.082; number 53, H, carries 0.094; number 54, H, carries 0.066

=====

No. 2
Computed, not measured: a 4-piece molecular cluster, CH12N2O3 overall in a non-equilibrium geometry, with wB97M-V/def2-TZVPD.

CARTESIAN COORDINATES (ANGSTROEM)
N: 1.97194 -0.75705 -0.81564
C: 0.69016 -1.30001 -1.38276
N: 0.07164 -2.17192 -0.41157
H: 1.97090 -1.18323 0.11707
H: 2.69000 -1.26175 -1.33387
H: 0.01125 -0.46762 -1.60844
H: 0.85287 -1.64708 -2.40717
H: -0.93673 -2.10949 -0.41880
H: 0.33431 -3.13973 -0.58097
H: -1.66259 1.86545 0.06634
H: -0.41640 2.11890 -0.85844
O: -1.36083 2.19470 -0.77873
H: 1.80319 1.02819 -0.96772
H: 2.13666 2.23715 -1.90306
O: 1.73578 2.00785 -1.04932
H: -3.99399 1.00373 4.45101
H: -2.51013 0.97164 4.81771
O: -3.38803 0.61026 5.06435

Output
energy	-10354.216	eV
spin multiplicity	1
lowest unoccupied orbital energy	0.532	eV
max |F|	1.7	eV/A
energy above the lowest of the compared OMol25 structures with the same formula, charge and spin	0.546	eV
SMILES	NCN.O.O.O

Formally, the Löwdin partial charges of the atoms, in units of the elementary charge, are as follows: number 1, N, carries -0.017; number 2, C, carries -0.345; number 3, N, carries 0.002; number 4, H, carries 0.080; number 5, H, carries 0.075; number 6, H, carries 0.097; number 7, H, carries 0.107; number 8, H, carries 0.068; number 9, H, carries 0.073; number 10, H, carries 0.024; number 11, H, carries -0.025; number 12, O, carries -0.059; number 13, H, carries -0.026; number 14, H, carries 0.044; number 15, O, carries -0.099; number 16, H, carries 0.014; number 17, H, carries 0.050; number 18, O, carries -0.064